1.
34
Properties=species:S:1:pos:R:3:mulliken_charge:R:1 method="wB97M-V/def2-TZVPD" smiles="CC(=O)N(C)[SiH2]CCO[Si](C)(C)C" energy_ev=-29977.71125 homo_lumo_gap_ev=10.3 homo_ha=-0.3516
C -1.6170 0.6939 -2.7615 -0.682
C -0.0464 0.7921 -3.0048 0.349
O 0.3407 1.0128 -4.1582 -0.547
N 0.8074 0.6102 -1.8316 0.321
C 1.8433 1.7129 -1.8346 -1.096
Si 1.6052 -0.9930 -1.8070 0.256
C 0.6495 -2.3470 -0.8544 -0.811
C -0.4092 -1.8196 0.2106 0.238
O 0.1360 -1.6952 1.5553 -0.534
Si -0.3915 -0.2503 2.3389 0.743
C 0.1715 -0.0944 4.1547 -1.034
C 0.4049 1.2272 1.3790 -0.756
C -2.2824 0.0441 2.2931 -0.993
H -1.7602 -0.0942 -1.9508 0.122
H -1.9449 1.7194 -2.4014 0.227
H -2.1742 0.3887 -3.6913 0.329
H 2.7081 1.4705 -1.1304 0.359
H 1.3381 2.6898 -1.5254 0.283
H 2.3147 1.8649 -2.8556 0.389
H 1.7042 -1.4318 -3.2171 -0.180
H 2.9059 -0.8195 -1.1602 -0.148
H 1.3724 -3.0603 -0.3405 0.346
H 0.0878 -2.9687 -1.6253 0.324
H -1.2175 -2.6280 0.2916 0.273
H -0.9385 -0.8724 -0.1142 -0.158
H 1.2927 0.0505 4.1571 0.272
H -0.2958 0.8546 4.5914 0.280
H -0.1826 -0.9771 4.7685 0.277
H 1.4474 0.8926 1.0972 0.134
H -0.2650 1.3973 0.4684 0.135
H 0.3679 2.1540 2.0247 0.385
H -2.4725 1.1093 1.9223 0.300
H -2.6413 0.0398 3.3762 0.320
H -2.8585 -0.6729 1.6357 0.276

2.
15
Properties=species:S:1:pos:R:3:mulliken_charge:R:1 method="wB97M-V/def2-TZVPD" s_squared=0.754 total_charge=+1 energy_ev=-19178.12692 multiplicity=2 homo_lumo_gap_ev="11.1 / 5.6" homo_ha="-0.5667 / -0.5667"
S 0.3227 1.1958 -2.5593 0.058
H 0.3884 1.2785 -1.0964 0.434
H -1.0092 1.4380 -2.4615 0.344
H -1.0847 0.7867 2.4573 0.347
H -2.1776 1.3454 1.5409 0.339
O -1.4210 1.5998 2.0742 -0.712
H -0.0988 -1.2062 -1.8470 0.229
H 0.7119 -2.4780 -2.0413 0.366
O 0.0863 -2.0557 -1.4380 -0.611
H 0.1461 1.6012 0.9332 0.478
H 0.8551 0.3279 0.8166 0.419
O 0.9632 1.2555 0.5020 -0.723
H 1.3325 -1.9014 1.5651 0.335
H 0.4332 -1.7413 0.3187 0.416
O 0.5521 -1.4463 1.2352 -0.718

3.
62
Properties=species:S:1:pos:R:3:mulliken_charge:R:1 method="wB97M-V/def2-TZVPD" total_charge=+1 energy_ev=-41105.54884 homo_lumo_gap_ev=7.7 homo_ha=-0.4306
C 3.2400 -1.7073 1.6679 -0.608
N 3.1956 -0.2640 1.9733 -0.138
C 3.9645 0.5528 1.0466 -1.990
C 3.3189 0.5980 -0.3069 0.455
N 3.8760 -0.1265 -1.2899 0.135
C 3.4016 -0.1790 -2.5485 -0.602
C 2.2933 0.5690 -2.8978 -0.377
N 1.7515 0.5891 -4.2080 -0.547
C 1.6879 1.3202 -1.8960 -0.014
C 2.1709 1.3414 -0.5956 1.480
C 1.4900 2.1109 0.5143 -1.446
C 0.0296 2.4190 0.1972 -1.746
C -0.7825 1.1705 -0.0459 0.699
C -0.6382 0.0134 0.7089 0.345
C -1.3930 -1.1253 0.4352 -1.275
C -2.3325 -1.1132 -0.5918 -0.611
C -2.4791 0.0397 -1.3589 -1.096
C -1.7032 1.1677 -1.0995 -0.354
H 2.2634 -2.0744 1.3661 0.021
H 3.4987 -2.2602 2.5670 0.451
H 3.9969 -1.9676 0.9257 0.226
H 3.6373 -0.1495 2.8762 0.300
H 5.0182 0.2605 0.9352 0.551
H 3.9727 1.5705 1.4313 0.472
H 4.7060 -0.6674 -1.0813 0.345
H 3.9154 -0.8116 -3.2538 0.450
H 1.1523 -0.2285 -4.3385 0.368
H 2.5270 0.5639 -4.8611 0.348
H 0.8034 1.8772 -2.1500 0.475
H 2.0504 3.0271 0.7029 0.478
H 1.5346 1.4997 1.4091 0.551
H -0.0772 3.1148 -0.6298 0.408
H -0.3859 2.9311 1.0678 0.467
H 0.0853 -0.0083 1.5117 0.294
H -1.2599 -2.0236 1.0195 0.808
H -2.9409 -1.9790 -0.7996 0.632
H -3.2034 0.0448 -2.1611 0.468
H -1.8120 2.0474 -1.7185 0.505
C -1.0316 -4.6915 -2.4654 -0.581
C -1.0008 -3.6486 -3.2919 -0.613
C -0.3424 -2.3813 -2.9042 0.164
O -0.3212 -1.4292 -3.6641 -0.607
C 0.2714 -2.3081 -1.5555 0.955
C 0.2415 -3.3483 -0.7276 -0.215
C -0.4102 -4.6263 -1.1181 -0.113
O -0.4340 -5.5695 -0.3627 -0.518
H -1.5050 -5.6284 -2.7294 0.465
H -1.4470 -3.6749 -4.2777 0.486
H 0.7270 -1.3638 -1.2832 -0.004
H 0.6780 -3.3175 0.2629 0.557
C -4.3456 2.7305 1.9821 -0.273
C -3.3009 1.9152 2.1005 0.051
C -2.7048 1.6173 3.4234 0.315
O -1.7324 0.8915 3.5142 -0.545
C -3.3228 2.2417 4.6174 -0.482
C -4.3720 3.0522 4.5022 -0.455
C -4.9655 3.3634 3.1752 0.167
O -5.9176 4.1026 3.0696 -0.528
H -4.7949 2.9675 1.0257 0.469
H -2.8320 1.4339 1.2528 0.520
H -2.8716 2.0055 5.5727 0.436
H -4.8394 3.5230 5.3575 0.423

4.
98
Properties=species:S:1:pos:R:3:mulliken_charge:R:1 method="wB97M-V/def2-TZVPD" s_squared=1.768 total_charge=+2 energy_ev=-251091.37224 multiplicity=2 homo_lumo_gap_ev="5.0 / 4.3" homo_ha="-0.3943 / -0.4037"
C 3.9840 0.4998 2.6030 -0.446
C 3.2898 -0.1226 1.4853 -0.892
C 2.1058 0.5262 0.9816 1.332
C 1.5807 1.7761 1.5657 0.816
C 0.3390 2.5045 1.0218 -0.714
N -0.9789 1.9193 1.4680 0.175
C -0.9639 0.4548 1.7802 -0.153
C -2.4571 -0.0508 1.8380 -0.617
O -3.3945 0.8950 2.3732 -0.337
C -2.7893 1.8430 3.2612 -0.501
C -1.5271 2.6094 2.6841 0.071
C 2.2887 2.3600 2.7027 -0.508
C 3.4876 1.7170 3.2176 -1.074
H 4.9025 0.0196 2.9978 0.498
H 3.6477 -1.0704 1.0299 0.324
H 1.5271 0.0967 0.1206 -0.267
H 0.3764 3.5681 1.3630 0.417
H 0.3945 2.4322 -0.1010 -0.388
H -1.6350 2.0398 0.6805 0.451
H -0.4438 0.2844 2.7528 0.426
H -0.4667 -0.0558 0.9138 -0.163
H -2.7729 -0.2363 0.7657 0.344
H -2.4528 -1.0505 2.3400 0.318
H -3.5703 2.6276 3.4607 0.345
H -2.5355 1.4187 4.2730 0.271
H -1.7491 3.6966 2.5131 0.092
H -0.7171 2.5237 3.4631 0.269
H 1.9264 3.3015 3.1750 0.370
H 4.0400 2.1693 4.0752 0.403
C -5.7295 1.3172 0.1287 -0.476
N -6.3473 0.7565 -1.1045 0.898
O -7.5065 0.3412 -1.0264 -0.702
O -5.6751 0.7439 -2.0973 -0.447
H -6.4506 1.2617 0.9390 0.309
H -4.8500 0.7202 0.3559 0.042
H -5.4622 2.3511 -0.0796 0.333
C 2.6413 6.4068 -0.1182 -0.670
C 2.1223 5.9596 1.1962 0.438
N 1.7396 5.6099 2.2214 -0.409
H 2.0612 5.9507 -0.9211 0.194
H 2.5669 7.4916 -0.1962 0.360
H 3.6864 6.1126 -0.2214 0.083
O 1.5727 -1.7642 4.1877 -0.615
S 2.8146 -2.5440 4.2661 1.223
O 3.1715 -3.0531 2.9247 -0.552
O 2.6294 -3.7134 5.1637 -0.445
O 3.9046 -1.7098 4.7817 -0.569
Na -9.5199 0.1659 -0.8867 1.040
F -2.1921 5.3928 1.6616 -0.945
C -10.2934 -4.5123 2.8481 -0.294
C -10.7531 -4.6122 1.4216 -0.283
O -11.2652 -3.3035 1.1649 -0.306
C -10.6621 -2.4566 2.0350 0.653
O -10.7429 -1.2626 1.9785 -0.572
O -9.9594 -3.1284 2.9739 -0.296
H -9.4297 -5.1420 3.0548 0.297
H -11.0844 -4.7506 3.5621 0.271
H -9.9319 -4.8128 0.7288 0.246
H -11.5248 -5.3673 1.2821 0.298
K -1.5872 6.7622 0.5399 0.887
Br 6.9702 6.4160 0.0836 -0.140
C 7.3988 4.5351 0.3553 -0.593
C 6.4784 3.6479 -0.4397 -0.685
Br 4.7242 3.5171 0.4058 0.005
H 7.3546 4.3502 1.4263 0.360
H 8.4275 4.4244 0.0141 0.395
H 6.8572 2.6264 -0.4690 0.369
H 6.3169 3.9997 -1.4562 0.369
C 1.3204 -3.7558 -4.9858 -1.734
C 2.7153 -3.6944 -4.3197 1.514
C 2.6422 -4.4847 -3.0010 -1.352
C 1.8322 -3.7442 -1.9394 -0.948
C 2.3692 -2.3338 -1.7203 -0.099
C 2.5483 -1.5182 -3.0155 3.166
N 3.1832 -2.2899 -4.1124 0.429
O 4.4841 -2.3330 -3.8515 -0.527
C 1.1919 -0.9596 -3.5148 -1.956
C 3.3420 -0.2376 -2.6544 -2.030
C 3.6129 -4.4250 -5.3381 -1.732
H 1.1044 -4.7729 -5.3173 0.474
H 0.4961 -3.5060 -4.3194 0.315
H 1.2684 -3.1066 -5.8633 0.364
H 3.6500 -4.6701 -2.6134 0.374
H 2.2000 -5.4671 -3.1735 0.425
H 0.7731 -3.7026 -2.2155 0.314
H 1.8690 -4.2974 -0.9986 0.526
H 1.7112 -1.8005 -1.0276 -0.542
H 3.3356 -2.4213 -1.2110 0.423
H 1.3205 -0.4234 -4.4651 0.412
H 0.7726 -0.2452 -2.7928 0.338
H 0.4204 -1.7098 -3.6540 0.116
H 4.2991 -0.4531 -2.1806 0.407
H 2.7817 0.3770 -1.9367 -0.175
H 3.5318 0.3774 -3.5470 0.614
H 3.6381 -3.8745 -6.2832 0.430
H 3.2290 -5.4232 -5.5516 0.425
H 4.6395 -4.5508 -4.9949 0.377
Ca 1.7949 1.9849 -3.0023 0.716

5.
77
Properties=species:S:1:pos:R:3:mulliken_charge:R:1 method="wB97M-V/def2-TZVPD" total_charge=-2 energy_ev=-48278.31556 homo_lumo_gap_ev=4.2 homo_ha=0.0088
Pd -0.4909 0.5188 -0.6867 -1.000
C 1.0677 -2.2224 4.4977 -1.397
C 0.5392 -1.0489 3.7353 0.701
C 0.0146 0.1344 4.2110 -1.306
C -0.3216 0.8774 3.0467 -0.398
N -0.0261 0.1828 1.9647 0.978
N 0.5028 -0.9934 2.3836 0.182
B 1.0354 -2.0404 1.3665 -1.518
N 2.1837 -1.4391 0.5038 0.721
N 2.0251 -0.2509 -0.1252 0.942
C 3.2092 0.1075 -0.5838 -0.754
C 4.1739 -0.8851 -0.2598 -1.244
C 3.4743 -1.8446 0.4387 0.575
C 3.9697 -3.1209 1.0421 -1.337
C 3.4316 1.4173 -1.3252 2.607
C 4.6574 2.1111 -0.7127 -1.917
C 3.7187 1.1313 -2.8089 -1.807
C 2.2030 2.3273 -1.2175 -0.689
N -0.1337 -2.6444 0.5380 0.695
N -1.0546 -1.8727 -0.1023 0.975
C -1.9793 -2.6976 -0.5644 -0.659
C -1.6602 -4.0349 -0.2256 -1.025
C -0.4778 -3.9523 0.4783 0.634
C 0.3216 -5.0613 1.0907 -1.404
C -3.1946 -2.1847 -1.3141 2.494
C -2.7885 -1.6333 -2.6867 -1.324
C -4.1930 -3.3269 -1.5086 -2.387
C -3.8522 -1.0650 -0.4970 -1.317
C -0.9768 2.2432 2.9557 2.424
C -0.6979 2.8904 1.5978 -0.788
C -2.4936 2.0691 3.1182 -1.669
C -0.4469 3.1321 4.0841 -2.018
H 0.9537 -2.0342 5.5663 0.351
H 0.5311 -3.1418 4.2512 0.190
H 2.1259 -2.4026 4.2910 0.176
H -0.1015 0.4139 5.2487 0.308
H 1.5166 -2.9498 1.9988 -0.263
H 5.2284 -0.9043 -0.4965 0.394
H 5.0161 -3.2617 0.7702 0.371
H 3.8946 -3.1152 2.1325 0.164
H 3.4047 -3.9852 0.6865 0.136
H 5.5745 1.5316 -0.8712 0.337
H 4.7908 3.0962 -1.1708 0.453
H 4.5203 2.2445 0.3637 0.390
H 4.4594 0.3337 -2.9255 0.302
H 2.8029 0.8331 -3.3270 0.419
H 4.0990 2.0349 -3.2986 0.507
H 2.2129 2.8918 -0.2798 0.289
H 2.1537 3.0330 -2.0517 0.339
H 1.2790 1.7234 -1.2216 -0.338
H -2.2046 -4.9381 -0.4578 0.447
H -0.1473 -6.0145 0.8414 0.359
H 1.3492 -5.0795 0.7200 0.139
H 0.3756 -4.9785 2.1786 0.177
H -2.3037 -2.4063 -3.2934 0.360
H -3.6752 -1.2670 -3.2163 0.423
H -2.0947 -0.7973 -2.5832 -0.042
H -3.7611 -4.1329 -2.1100 0.375
H -4.5163 -3.7471 -0.5507 0.410
H -5.0753 -2.9496 -2.0336 0.435
H -3.1520 -0.2361 -0.3727 0.027
H -4.7389 -0.6896 -1.0191 0.414
H -4.1479 -1.4289 0.4933 0.344
H -0.9010 2.1720 0.7891 -0.369
H -1.3315 3.7673 1.4406 0.361
H 0.3508 3.1885 1.5171 0.249
H -2.8935 1.5024 2.2723 0.260
H -2.7300 1.5294 4.0416 0.375
H -2.9896 3.0462 3.1438 0.417
H 0.6426 3.2020 4.0372 0.403
H -0.8630 4.1400 3.9855 0.419
H -0.7226 2.7454 5.0722 0.316
N 0.6131 -1.2310 -2.9533 -0.790
H 1.5831 -0.9400 -2.8835 0.300
H 0.1099 -0.5848 -2.2772 0.209
H 0.5845 -2.1295 -2.4751 0.275
I -1.7623 2.4404 -2.2674 -0.787

What did the third record say?
62
Properties=species:S:1:pos:R:3:mulliken_charge:R:1 method="wB97M-V/def2-TZVPD" total_charge=+1 energy_ev=-41105.54884 homo_lumo_gap_ev=7.7 homo_ha=-0.4306
C 3.2400 -1.7073 1.6679 -0.608
N 3.1956 -0.2640 1.9733 -0.138
C 3.9645 0.5528 1.0466 -1.990
C 3.3189 0.5980 -0.3069 0.455
N 3.8760 -0.1265 -1.2899 0.135
C 3.4016 -0.1790 -2.5485 -0.602
C 2.2933 0.5690 -2.8978 -0.377
N 1.7515 0.5891 -4.2080 -0.547
C 1.6879 1.3202 -1.8960 -0.014
C 2.1709 1.3414 -0.5956 1.480
C 1.4900 2.1109 0.5143 -1.446
C 0.0296 2.4190 0.1972 -1.746
C -0.7825 1.1705 -0.0459 0.699
C -0.6382 0.0134 0.7089 0.345
C -1.3930 -1.1253 0.4352 -1.275
C -2.3325 -1.1132 -0.5918 -0.611
C -2.4791 0.0397 -1.3589 -1.096
C -1.7032 1.1677 -1.0995 -0.354
H 2.2634 -2.0744 1.3661 0.021
H 3.4987 -2.2602 2.5670 0.451
H 3.9969 -1.9676 0.9257 0.226
H 3.6373 -0.1495 2.8762 0.300
H 5.0182 0.2605 0.9352 0.551
H 3.9727 1.5705 1.4313 0.472
H 4.7060 -0.6674 -1.0813 0.345
H 3.9154 -0.8116 -3.2538 0.450
H 1.1523 -0.2285 -4.3385 0.368
H 2.5270 0.5639 -4.8611 0.348
H 0.8034 1.8772 -2.1500 0.475
H 2.0504 3.0271 0.7029 0.478
H 1.5346 1.4997 1.4091 0.551
H -0.0772 3.1148 -0.6298 0.408
H -0.3859 2.9311 1.0678 0.467
H 0.0853 -0.0083 1.5117 0.294
H -1.2599 -2.0236 1.0195 0.808
H -2.9409 -1.9790 -0.7996 0.632
H -3.2034 0.0448 -2.1611 0.468
H -1.8120 2.0474 -1.7185 0.505
C -1.0316 -4.6915 -2.4654 -0.581
C -1.0008 -3.6486 -3.2919 -0.613
C -0.3424 -2.3813 -2.9042 0.164
O -0.3212 -1.4292 -3.6641 -0.607
C 0.2714 -2.3081 -1.5555 0.955
C 0.2415 -3.3483 -0.7276 -0.215
C -0.4102 -4.6263 -1.1181 -0.113
O -0.4340 -5.5695 -0.3627 -0.518
H -1.5050 -5.6284 -2.7294 0.465
H -1.4470 -3.6749 -4.2777 0.486
H 0.7270 -1.3638 -1.2832 -0.004
H 0.6780 -3.3175 0.2629 0.557
C -4.3456 2.7305 1.9821 -0.273
C -3.3009 1.9152 2.1005 0.051
C -2.7048 1.6173 3.4234 0.315
O -1.7324 0.8915 3.5142 -0.545
C -3.3228 2.2417 4.6174 -0.482
C -4.3720 3.0522 4.5022 -0.455
C -4.9655 3.3634 3.1752 0.167
O -5.9176 4.1026 3.0696 -0.528
H -4.7949 2.9675 1.0257 0.469
H -2.8320 1.4339 1.2528 0.520
H -2.8716 2.0055 5.5727 0.436
H -4.8394 3.5230 5.3575 0.423